One molecule with the formula C4H8O at a distorted geometry, computed with wB97M-V/def2-TZVPD.

Geometry as XYZ:
```
13
Properties=species:S:1:pos:R:3:lowdin_charge:R:1
O -1.45814 1.56094 2.13526 -0.008
C -1.06924 1.16973 1.00344 -0.207
C -0.27999 -0.13129 0.97176 -0.210
C 0.99330 -0.08061 -1.25848 -0.141
C -0.04323 -0.80208 -0.35225 -0.292
H 0.71288 0.18847 1.42140 0.140
H -0.90693 -1.04374 -0.91585 0.081
H -1.65992 1.42192 0.05366 0.139
H 0.58382 0.83725 -1.78359 0.068
H 1.89848 0.23556 -0.67774 0.060
H 1.58327 -0.67725 -2.20334 0.127
H -0.70416 -0.82326 1.67427 0.110
H 0.34985 -1.85564 -0.06853 0.132
```

For the HOMO energy, the calculation gives -9.84 eV. The LUMO energy is 0.63 eV. The energy relative to the best compared isomer or geometry (same formula, charge and spin) is 35.6 kcal/mol. As for the structure (SMILES): CCCC=O.

=====

A 2-piece molecular cluster, C19H20F2N4O2S overall at a distorted geometry, computed with wB97M-V/def2-TZVPD.

Geometry as XYZ:
```
48
Properties=species:S:1:pos:R:3:lowdin_charge:R:1
S 3.71633 1.11360 -0.74674 0.875
F 2.54870 0.02320 -3.64782 -0.078
F -4.38932 -2.24598 -1.50996 0.161
O -6.14701 -1.23173 -0.60272 0.173
O -3.36350 -1.04918 1.13975 0.140
N 1.47191 -3.12412 0.54236 0.008
N -4.18264 -0.05854 -0.79126 0.176
N 0.50289 2.85613 -0.07222 0.185
N -0.87625 0.33880 -0.54615 0.209
C -1.39110 1.38344 0.17118 -0.150
C -5.00200 -1.21962 -0.93764 -0.507
C -3.43835 -0.08234 0.42599 -0.396
C 0.12821 -2.85541 0.53188 -0.139
C 3.93713 1.55137 1.01626 -0.498
C 1.01344 1.89266 -0.79694 -0.249
C -1.40014 3.59082 1.19361 -0.019
C -3.31626 2.18607 1.45021 -0.017
C 0.99526 -0.45194 -1.84336 -0.122
C -0.52987 -3.98787 0.92982 -0.099
C 0.31138 0.63539 -1.00713 -0.200
C 2.38998 2.17095 -1.40198 -0.401
C -0.74398 2.59382 0.42771 -0.198
C 3.20997 0.47025 1.88875 -0.158
C 0.45417 -4.97822 1.19583 -0.112
C -2.65562 3.42740 1.69841 -0.055
C 1.18760 -0.05113 -3.32379 -0.173
C -2.69998 1.22450 0.71706 -0.091
C 1.67793 -4.41478 0.95040 -0.143
H 0.78220 -0.84370 -3.96598 0.120
H -0.89505 4.54221 1.36002 0.118
H 0.32601 -1.32619 -1.85161 0.108
H 2.63677 3.21558 -1.15769 0.084
H 2.33588 2.14037 -2.49746 0.077
H 3.69960 0.33017 2.85975 0.070
H 1.91936 -0.80930 -1.37163 0.077
H -4.74400 0.78894 -0.79269 0.149
H -0.24195 -1.88695 0.24372 0.075
H 3.19324 -0.46760 1.31703 0.032
H 0.68151 0.89038 -3.58058 0.123
H 2.16129 0.79086 1.98229 0.065
H -4.32824 2.03359 1.83219 0.127
H 3.58717 2.56500 1.23986 0.076
H 5.01467 1.44853 1.20866 0.062
H 2.67352 -4.81818 1.02921 0.103
H 0.28220 -5.98823 1.52993 0.089
H -1.59825 -4.09456 1.02149 0.093
H -3.08938 4.25682 2.25145 0.110
H 2.19457 -2.47530 0.29056 0.119
```

For the HOMO energy, the calculation gives -8.08 eV. The LUMO energy is -0.65 eV. The energy relative to the best compared isomer or geometry (same formula, charge and spin) is 0.0 kcal/mol. As for the structure (SMILES): CCSCc1nc2cccc(C(=O)NC(=O)F)c2nc1CCF.c1cc[nH]c1.

=====

An isolated ion of composition C3H7N4 and charge +1 at a distorted geometry, computed with wB97M-V/def2-TZVPD.

Geometry as XYZ:
```
14
Properties=species:S:1:pos:R:3:lowdin_spin:R:1
N -1.78030 0.77419 -0.25399 0.255
N 1.77564 1.22755 0.17192 0.192
N -0.47922 0.50082 0.11708 0.511
N 1.29225 -0.99456 -0.16050 0.225
C -0.04310 -0.91475 0.23874 0.066
C 2.22714 0.01550 -0.01104 0.325
C 0.50748 1.50851 0.12550 0.329
H -1.74502 1.81073 -0.19212 0.006
H -0.61319 -1.54410 -0.35526 0.011
H 0.20210 2.52487 0.15097 0.017
H -0.11863 -1.10600 1.24165 0.028
H -2.59627 0.62421 0.38551 0.027
H 3.21499 -0.30171 -0.39775 0.008
H 1.79813 -1.89306 -0.34998 0.001
```

For the HOMO energy (alpha / beta), the calculation gives -11.40 / -15.07 eV. The LUMO energy (alpha / beta) is -3.12 / -7.61 eV. As for the multiplicity: 3. The energy relative to the best compared isomer or geometry (same formula, charge and spin) is 16.2 kcal/mol. The total charge is +1.

=====

One molecule with the formula C2H3Cl2N at a distorted geometry, computed with wB97M-V/def2-TZVPD.

Geometry as XYZ:
```
8
Properties=species:S:1:pos:R:3:lowdin_charge:R:1
Cl -1.93917 -0.90335 0.06673 0.556
Cl 2.35917 -0.77140 -0.01937 0.586
N 0.15270 0.77920 -0.30992 -0.014
C 0.65862 -0.41684 0.30729 -0.775
C -0.38096 -0.49100 -0.76349 -0.622
H -0.48097 1.40623 0.14811 0.094
H 0.49335 -0.62313 1.39092 0.101
H -0.41324 -0.95426 -1.69678 0.074
```

For the HOMO energy, the calculation gives -10.19 eV. The LUMO energy is 0.97 eV. The energy relative to the best compared isomer or geometry (same formula, charge and spin) is 16.7 kcal/mol. As for the structure (SMILES): Cl[C@H]1N[C@@H]1Cl.

=====

A 9-piece molecular cluster, C48H48BrF7N10O7S overall at a distorted geometry, computed with wB97M-V/def2-TZVPD.

Geometry as XYZ:
```
122
Properties=species:S:1:pos:R:3:lowdin_charge:R:1
Br -1.22358 -0.86267 -3.57545 0.796
S -2.12378 -2.57043 -0.49236 0.825
F 3.46186 -2.86167 3.96022 0.078
F 2.11342 -2.20363 5.97126 0.089
F 0.20222 -0.13210 6.22629 0.082
F -3.16932 -2.98588 0.73376 -0.174
F 1.55856 -2.41234 2.79188 0.093
F 2.84778 -0.12275 5.42842 0.099
F -0.30277 -1.90595 4.89315 0.097
O 1.06606 1.12522 3.47085 0.113
O 4.60938 -0.41522 3.05802 0.079
O -0.84022 -3.38078 -0.39707 -0.325
O 2.90905 -0.16866 1.52703 0.040
O -2.34234 -1.33591 2.89308 0.117
O -1.04628 3.05994 2.81224 0.101
O -2.78964 -3.01124 -1.78107 -0.361
N -0.35571 2.18186 -2.96697 0.042
N -1.35875 5.87238 3.14693 0.007
N -1.19821 0.61940 3.26187 0.129
N 3.09791 -7.18450 0.00294 0.009
N 5.89069 -1.45169 0.22157 0.013
N -5.02086 7.60058 2.12842 0.009
N 0.59488 -4.66900 -2.82734 0.022
N 8.31785 0.68248 4.57557 0.005
N -7.43072 -0.22388 -5.45641 0.014
N -5.95133 -4.53318 -4.07578 0.014
C 3.04177 -7.13985 1.37044 -0.145
C -7.61288 -3.06424 -4.04767 -0.144
C -1.20557 -0.02280 -1.80224 -0.453
C 2.01651 -1.17909 4.96988 -0.203
C 1.95110 0.98267 -3.21695 -0.044
C -7.19564 1.95857 -5.13092 -0.119
C 0.12435 0.36861 3.84598 -0.150
C 4.25585 -7.80329 -0.38468 -0.142
C -7.19815 0.73419 -4.50702 -0.144
C -5.43025 8.87026 1.82260 -0.143
C -1.75080 -0.39560 2.33272 -0.271
C -7.58534 0.37491 -6.67757 -0.140
C 6.05645 -2.39178 -0.76127 -0.134
C -7.44154 1.73068 -6.50705 -0.121
C -1.13476 8.06065 3.44534 -0.116
C 1.60883 -5.52847 -4.60470 -0.111
C -7.19802 -4.26413 -4.57265 -0.130
C 6.86234 -1.85293 -1.73415 -0.117
C -1.60404 -0.80564 -0.49750 -0.166
C 6.97826 0.60622 4.30190 -0.147
C 1.05757 -4.38281 -4.08354 -0.140
C -1.07725 1.87082 2.44687 -0.257
C 4.18124 -7.72968 1.86093 -0.119
C -6.64225 8.78277 1.18150 -0.119
C -0.63153 2.26209 -0.35399 0.117
C -6.97921 7.40931 1.10270 -0.121
C 8.51702 1.50873 5.64957 -0.146
C -1.52351 6.45560 1.91937 -0.155
C -0.73587 1.48818 -1.71889 -0.188
C -5.56117 -3.51541 -3.24653 -0.116
C 3.43741 -0.77570 2.71892 -0.235
C -5.96155 6.70395 1.69763 -0.147
C -1.38669 7.81479 2.07321 -0.127
C 6.59105 -0.32224 -0.11110 -0.146
C 1.46841 -6.54475 -3.62833 -0.112
C -1.50014 -0.01079 0.82066 0.006
C 0.47850 -0.73148 4.94635 -0.202
C 7.20128 -0.54121 -1.32201 -0.120
C 1.74364 3.68798 -3.01392 -0.038
C 4.95120 -8.14993 0.74828 -0.118
C -1.12684 6.84321 4.08383 -0.133
C -6.57439 -2.58974 -3.20716 -0.110
C 0.83629 -5.98511 -2.54368 -0.153
C 6.31409 1.38586 5.21707 -0.111
C -1.03629 1.47377 0.91085 0.007
C 0.98132 2.25826 -3.06637 -0.278
C 7.28965 1.95830 6.07109 -0.115
C 2.55349 -1.81112 3.59718 -0.192
H -1.40254 4.88080 3.33153 0.091
H -7.48133 -1.21852 -5.28294 0.088
H 2.03368 3.93629 -1.93943 0.092
H -4.16043 7.36274 2.59820 0.122
H 6.61594 0.00602 3.48521 0.075
H 1.16195 4.51940 -3.52991 0.091
H -8.55881 -2.58123 -4.24727 0.098
H 0.53930 -6.40951 -1.59603 0.105
H 0.14501 -4.01248 -2.20681 0.096
H 9.04368 0.20575 4.06583 0.146
H -7.22221 9.61540 0.81156 0.088
H -6.56885 -1.67239 -2.63739 0.085
H -7.68181 -4.94795 -5.25351 0.108
H 2.84657 0.80980 1.67659 0.130
H -7.78263 -0.21361 -7.56082 0.104
H 2.79809 1.08934 -2.43546 0.101
H 0.95629 -3.39056 -4.49663 0.091
H 1.79280 -7.57198 -3.70949 0.093
H -4.59935 -3.53854 -2.75662 0.073
H 5.58585 -3.36045 -0.68428 0.108
H 2.39522 -6.81913 -0.62165 0.102
H 9.51179 1.70377 6.02071 0.104
H -7.05340 0.46342 -3.47246 0.092
H -0.97493 6.58533 5.12096 0.108
H -5.82559 5.64387 1.84999 0.101
H 5.34364 -1.56300 1.05913 0.109
H 2.39586 1.01296 -4.26588 0.103
H -7.03578 2.91217 -4.64948 0.088
H -1.46067 8.54987 1.28511 0.094
H -1.72219 5.85533 1.04415 0.103
H 2.06167 -5.62411 -5.58052 0.091
H -0.30160 3.34868 -0.27050 0.123
H 7.11332 2.62579 6.90174 0.089
H 2.73882 3.54108 -3.58631 0.086
H 5.24460 1.52933 5.26574 0.082
H 7.17420 -2.34894 -2.64144 0.090
H 1.44267 -0.01090 -2.99364 0.040
H 2.19878 -6.69232 1.87514 0.103
H -5.40498 -5.35224 -4.28775 0.150
H 7.82403 0.16473 -1.85171 0.089
H 6.59369 0.53837 0.54114 0.103
H -7.86793 6.98358 0.66045 0.088
H -0.97787 9.02075 3.91450 0.091
H 5.90738 -8.65149 0.77324 0.089
H -4.82483 9.72446 2.08540 0.105
H 4.48531 -7.94183 -1.43036 0.105
H -7.50691 2.47552 -7.28658 0.088
H 4.43236 -7.84633 2.90494 0.089
```

For the HOMO energy, the calculation gives -8.07 eV. The LUMO energy is -2.74 eV. As for the structure (SMILES): CC(C)=Nc1cc2c(c(S(=O)(=O)F)c1Br)C(=O)N(C(=O)C(F)(F)C(F)(F)C(F)(F)C(=O)O)C2=O.c1cc[nH]c1.c1cc[nH]c1.c1cc[nH]c1.c1cc[nH]c1.c1cc[nH]c1.c1cc[nH]c1.c1cc[nH]c1.c1cc[nH]c1.

=====

One molecule with the formula CH2IOP at a distorted geometry, computed with wB97M-V/def2-TZVPD.

Geometry as XYZ:
```
6
Properties=species:S:1:pos:R:3:lowdin_charge:R:1
I -0.32166 -1.65780 -1.66260 0.371
P -0.70272 -0.90697 0.53885 0.370
O 0.23846 1.64358 0.29585 0.000
C 0.54722 0.54575 0.33731 -0.703
H 1.74289 0.27308 0.38593 0.116
H -1.50419 0.10236 0.10465 -0.153
```

For the HOMO energy, the calculation gives -9.22 eV. The LUMO energy is -0.21 eV. The energy relative to the best compared isomer or geometry (same formula, charge and spin) is 13.4 kcal/mol. As for the structure (SMILES): O=CPI.

=====

- Which formula does entry 5 have?
  C48H48BrF7N10O7S